ORCA calculation (wB97M-V/def2-TZVPD) on a 13-piece molecular cluster, C51H132N4O17 overall in a non-equilibrium geometry.

Calculated values
Kohn-Sham gap, eV: 8.9655
HOMO, eV: -8.48
Lowest unoccupied orbital energy, Ha: 0.018
Calculated total energy, eV: -95787.5329
Net charge: 0

Structure (XYZ):
```
204
Properties=species:S:1:pos:R:3:forces:R:3:lowdin_charge:R:1
C -6.5495 0.0109 7.6634 0.99 1.04 0.22 -0.03
C -5.5607 0.8784 8.5503 -1.34 -0.57 -0.99 -0.46
C -4.8345 2.0144 7.8512 0.69 0.13 -0.64 -0.06
O -6.3636 1.4830 9.5345 -0.52 -0.03 0.48 -0.06
H -7.2240 -0.5882 8.2752 0.36 -0.09 0.17 0.07
H -5.9811 -0.6088 6.9699 0.00 -0.19 0.12 0.07
H -7.1951 0.6416 7.0522 0.06 0.31 0.05 0.06
H -4.8628 0.2002 9.0413 0.30 -0.15 -0.11 0.13
H -4.1776 2.5409 8.5437 -0.11 -0.03 0.34 0.05
H -5.5144 2.7657 7.4496 -0.32 -0.14 0.08 0.06
H -4.1663 1.7455 7.0331 -0.08 -0.47 -0.20 0.07
H -5.7479 1.9952 10.0638 0.10 0.20 0.44 0.04
C -2.7013 11.0341 9.8301 -0.59 0.24 0.09 -0.04
C -3.3900 10.6944 8.4933 0.53 1.49 0.91 -0.40
C -4.1914 11.9712 8.0135 0.76 -1.23 -0.12 -0.02
O -2.3631 10.2360 7.5899 -1.59 -0.39 0.08 -0.08
H -3.4545 11.3113 10.5677 -0.15 0.05 0.07 0.08
H -2.0694 11.9148 9.7159 0.22 -0.04 -0.08 0.07
H -2.1315 10.2182 10.2747 0.09 -0.12 -0.34 0.07
H -4.1080 9.9058 8.7188 0.14 -0.37 -0.62 0.12
H -4.6149 11.8188 7.0208 -0.10 -0.13 0.06 0.05
H -3.5480 12.8487 7.9496 0.14 -0.03 0.21 0.05
H -4.9899 12.1741 8.7272 0.00 0.01 -0.04 0.08
H -1.7844 10.9817 7.4147 0.33 0.57 -0.12 0.04
C -1.3686 3.8120 3.2756 -0.77 -0.58 -0.45 -0.04
C -2.3142 5.0174 3.3577 -0.65 -2.56 0.54 -0.55
C -2.7100 5.3599 4.7673 0.12 -0.22 0.41 -0.05
O -1.7000 6.0716 2.7910 2.26 2.47 -1.35 -0.04
H -1.3816 3.4528 2.2466 0.66 0.28 -0.20 0.08
H -1.7437 2.9322 3.7983 -0.32 0.20 0.42 0.06
H -0.3610 3.9826 3.6548 -0.03 0.34 -0.24 0.07
H -3.1716 4.8603 2.7034 -0.61 -0.90 0.37 0.14
H -2.7756 4.5417 5.4844 -0.35 -0.40 -0.31 0.07
H -3.6695 5.8743 4.7135 0.21 0.50 0.55 0.07
H -1.8586 5.9300 5.1392 -0.40 0.66 0.27 0.09
H -2.2628 6.8483 2.8301 -0.35 0.22 -0.09 0.05
C -7.8240 5.0630 6.0448 0.53 -0.27 0.14 -0.06
C -7.6747 4.4144 4.6734 0.84 2.00 0.23 -0.54
C -6.3642 3.7122 4.4153 0.28 0.00 0.76 -0.04
O -8.7457 3.5662 4.5611 -1.13 -1.69 -0.37 -0.02
H -7.6560 4.3076 6.8125 -0.22 -0.19 0.09 0.08
H -8.8358 5.4553 6.1478 0.07 0.02 0.02 0.08
H -7.0961 5.8429 6.2684 0.02 0.21 -0.33 0.07
H -7.7927 5.1862 3.9127 0.13 0.47 -0.18 0.13
H -6.2651 2.9250 5.1627 0.11 -0.31 -0.12 0.07
H -5.5108 4.3742 4.5622 -0.02 0.13 -0.12 0.06
H -6.3068 3.2999 3.4079 -0.06 -0.07 -0.03 0.09
H -8.4706 2.9161 3.9106 -0.49 -0.33 -0.11 0.09
C -3.4375 2.7973 13.3596 0.19 -0.29 0.28 -0.05
C -3.2020 3.1305 11.8978 0.23 -0.93 -0.33 -0.45
C -2.1653 2.1833 11.2222 -0.04 1.05 0.60 -0.02
O -4.3903 3.0192 11.1207 -0.53 -0.07 -0.25 -0.08
H -4.1846 3.4133 13.8601 0.09 0.55 -0.21 0.08
H -2.4713 2.9397 13.8437 -0.06 -0.02 0.35 0.06
H -3.8007 1.7907 13.5666 0.29 -0.31 -0.44 0.09
H -2.8977 4.1767 11.8687 0.49 0.04 -0.20 0.12
H -1.1818 2.3664 11.6550 -0.02 -0.15 0.25 0.06
H -2.0204 2.4162 10.1673 -0.41 0.05 -0.12 0.06
H -2.4259 1.1309 11.3348 -0.17 0.07 0.04 0.09
H -5.0706 3.5469 11.5454 -0.15 0.12 0.08 0.10
C -1.6091 9.2238 4.1912 0.18 -0.49 0.25 -0.04
C -3.1384 9.2288 4.1133 0.93 1.65 1.11 -0.49
C -3.6728 10.6754 4.1712 0.39 -0.27 0.58 -0.02
O -3.4850 8.7070 2.8880 -0.68 -1.40 -1.63 -0.05
H -1.1659 9.3293 5.1814 -0.41 0.10 0.08 0.06
H -1.1638 9.9855 3.5511 -0.09 0.18 -0.17 0.09
H -1.2939 8.2484 3.8208 0.28 0.05 0.06 0.07
H -3.5064 8.5436 4.8770 -0.34 0.24 0.11 0.13
H -3.2034 11.2007 5.0029 -0.16 0.08 0.15 0.06
H -4.7558 10.7896 4.2194 0.00 -0.28 0.09 0.06
H -3.3422 11.1748 3.2606 0.06 0.05 -0.13 0.08
H -2.9537 9.1792 2.2427 -0.08 0.02 -0.39 0.10
C -7.2322 10.4241 6.1335 0.42 0.12 -0.80 -0.06
C -7.7854 9.9762 4.7578 -0.67 0.32 1.25 -0.47
C -8.7220 8.7778 4.9249 0.81 0.13 -0.55 -0.05
O -8.5241 11.0468 4.1705 0.34 0.61 0.37 -0.05
H -8.0001 10.5753 6.8922 -0.05 -0.14 -0.10 0.08
H -6.6202 11.3244 6.0791 -0.34 0.33 -0.32 0.06
H -6.4862 9.6939 6.4471 -0.28 -0.43 0.27 0.07
H -6.9285 9.7381 4.1276 0.02 -0.25 -0.18 0.12
H -8.1702 7.9318 5.3347 -0.13 -0.13 0.00 0.06
H -9.0410 8.5390 3.9103 -0.31 -0.43 0.06 0.08
H -9.5891 8.9977 5.5476 0.11 0.15 0.00 0.09
H -9.0730 10.7465 3.4423 0.10 -0.30 0.00 0.08
C -4.1918 6.8981 7.8958 -1.77 -0.01 -0.18 -0.05
C -2.9190 6.9728 8.6644 1.07 0.00 -0.70 -0.49
C -2.4346 5.5916 9.1197 -1.37 0.96 0.22 -0.02
O -1.8693 7.4674 7.8528 0.75 -0.30 -0.19 -0.06
H -4.3532 5.9753 7.3385 0.20 -0.18 0.06 0.07
H -4.4054 7.7060 7.1960 0.63 0.31 -0.10 0.07
H -5.0076 7.0207 8.6083 -0.25 -0.47 0.06 0.05
H -3.0783 7.6848 9.4742 0.11 -0.14 0.55 0.13
H -3.3118 5.0734 9.5070 0.12 -0.29 0.35 0.07
H -1.6874 5.7263 9.9018 0.22 -0.45 -0.33 0.06
H -2.1420 5.0605 8.2140 0.51 -0.02 0.20 0.07
H -2.0188 8.3961 7.6610 -0.13 0.52 -0.05 0.03
C -6.9731 8.4393 10.2782 -0.21 -0.53 -0.75 -0.03
C -8.1225 8.1450 9.2798 1.52 -0.50 -0.20 -0.53
C -8.4205 6.6497 9.1278 0.66 0.63 0.09 -0.04
O -9.2355 8.7630 9.7373 -2.91 1.27 1.20 -0.04
H -6.1746 7.7157 10.1136 0.38 0.40 0.05 0.05
H -7.3113 8.3013 11.3051 -0.26 -0.13 0.01 0.08
H -6.6666 9.4820 10.1944 0.29 -0.13 -0.10 0.07
H -8.0298 8.6892 8.3399 1.05 -0.57 -0.40 0.12
H -9.2261 6.4930 8.4104 0.10 -0.12 0.09 0.08
H -8.7253 6.3425 10.1282 -0.22 -0.37 0.05 0.08
H -7.5309 6.0717 8.8776 -0.09 -0.06 -0.22 0.07
H -9.5837 8.2298 10.4557 -0.30 0.14 0.27 0.09
C 0.6762 8.4511 10.3758 0.48 -0.26 0.14 -0.12
O 1.2633 8.3752 11.6792 1.22 0.40 -0.18 -0.21
C 2.6954 8.7308 11.6271 -0.65 -0.68 0.38 -0.17
C 3.4664 8.5112 12.9708 -1.70 -1.23 -0.43 -0.17
N 3.8783 7.0928 13.1635 1.38 -0.02 -0.18 -0.05
C 4.8153 6.8189 14.2779 -0.81 0.84 0.98 -0.17
C 4.3597 7.5031 15.6102 1.15 -1.36 -0.84 -0.25
O 3.1304 6.9716 15.9797 -0.93 0.04 -0.19 -0.21
C 2.6860 7.3818 17.2538 -0.65 -0.19 -0.45 -0.10
H 0.8631 9.3904 9.8553 -0.25 0.62 0.43 0.08
H -0.3902 8.2409 10.4580 0.12 0.13 0.06 0.08
H 1.1202 7.7491 9.6701 0.06 -0.65 0.17 0.08
H 2.7706 9.7803 11.3425 -0.02 0.15 -0.06 0.11
H 3.1311 8.1064 10.8471 0.30 0.02 -0.08 0.11
H 2.7326 8.6734 13.7603 -0.01 0.93 0.19 0.11
H 4.2690 9.2479 13.0069 0.21 -0.39 0.15 0.12
H 3.0555 6.5539 13.3930 -0.01 0.17 -0.16 0.04
H 5.8688 7.0474 14.1166 -0.08 0.77 -0.56 0.11
H 4.9070 5.7565 14.5037 -0.71 -0.25 -0.33 0.11
H 4.3457 8.5859 15.4856 0.04 0.19 0.34 0.11
H 5.0484 7.1332 16.3698 0.64 0.72 0.23 0.12
H 1.7949 6.7799 17.4318 0.13 -0.08 0.36 0.08
H 2.3524 8.4194 17.2630 0.19 0.30 -0.08 0.09
H 3.4392 7.2388 18.0286 0.09 -0.15 0.06 0.09
C 0.9626 4.2151 6.7084 -1.25 -0.98 0.90 -0.07
O 0.8426 2.8019 6.9450 -0.07 -0.44 0.13 -0.21
C -0.4864 2.2758 6.7935 0.11 0.74 0.03 -0.22
C -0.7389 0.9507 7.4789 1.97 -0.46 0.05 -0.19
N 0.2946 -0.0459 7.1291 -0.34 -0.94 -0.58 -0.05
C 0.3357 -0.5093 5.7399 0.75 -1.51 -0.22 -0.19
C 1.4398 -1.6297 5.5090 -0.74 1.48 0.26 -0.21
O 2.6923 -0.9582 5.4260 0.87 -1.29 0.99 -0.19
C 3.7852 -1.8220 5.8073 0.13 0.52 -0.53 -0.11
H 0.6202 4.5030 5.7144 0.59 -0.07 -0.33 0.07
H 1.9697 4.5095 7.0036 -0.07 -0.01 -0.48 0.09
H 0.2433 4.6879 7.3771 0.05 0.46 0.28 0.07
H -0.6534 2.1696 5.7216 -0.38 0.10 -0.10 0.10
H -1.2219 2.9417 7.2448 -0.14 0.64 -0.25 0.10
H -1.7691 0.6502 7.2876 0.12 -0.36 -0.42 0.11
H -0.6660 0.9924 8.5657 -0.09 0.54 0.06 0.09
H 1.2110 0.3409 7.3042 0.02 0.30 0.35 0.10
H 0.5634 0.2882 5.0327 -0.18 0.11 -0.29 0.11
H -0.5972 -1.0147 5.4904 -0.30 0.34 -0.05 0.11
H 1.3263 -2.2136 4.5957 -0.51 0.20 -0.33 0.11
H 1.3530 -2.3558 6.3173 0.38 0.13 0.44 0.11
H 3.9094 -2.7196 5.2015 -0.58 -0.14 -0.43 0.08
H 3.7440 -2.1782 6.8366 -0.27 0.34 0.23 0.08
H 4.7149 -1.2800 5.6342 -0.15 0.29 0.26 0.08
C 0.4997 11.0454 6.4615 -0.56 0.30 0.58 -0.08
O -0.4133 12.0487 6.8967 0.36 0.30 1.01 -0.25
C -0.0741 13.3832 6.5159 -1.08 -0.86 -1.25 -0.17
C -1.1967 14.3582 6.8679 0.31 0.18 0.40 -0.21
N -1.1246 14.8968 8.2255 0.00 -0.08 -0.14 -0.07
C -2.1848 15.8941 8.5127 2.21 -0.31 0.23 -0.18
C -2.2771 16.0826 10.0742 -0.63 -0.17 -2.49 -0.21
O -2.7417 14.8584 10.5712 -0.27 -0.55 1.03 -0.20
C -2.7580 14.7894 11.9884 0.55 -0.67 0.50 -0.11
H 1.5308 11.2586 6.7436 0.03 0.04 0.31 0.09
H 0.4857 10.9071 5.3804 -0.22 -0.01 -0.12 0.08
H 0.0886 10.1924 7.0015 0.67 -0.50 -0.39 0.08
H -0.0548 13.2299 5.4369 0.25 0.98 -0.50 0.12
H 0.9230 13.6866 6.8349 -0.07 0.04 0.43 0.13
H -2.1888 13.9462 6.6828 -0.09 -0.71 -0.18 0.10
H -1.1619 15.1592 6.1294 0.36 0.43 0.17 0.12
H -1.1400 14.1524 8.9078 -0.24 -0.21 -0.01 0.09
H -3.0862 15.6802 7.9384 -0.67 -0.27 0.69 0.11
H -1.7577 16.7577 8.0028 -0.37 0.74 0.47 0.11
H -2.9991 16.8856 10.2229 0.04 0.20 0.51 0.12
H -1.2907 16.3098 10.4785 0.05 0.23 -0.02 0.12
H -2.8230 13.7659 12.3575 -0.56 -0.37 -0.73 0.08
H -3.5565 15.3386 12.4872 -0.06 0.38 -0.33 0.09
H -1.7954 15.0285 12.4405 0.25 0.85 -0.23 0.08
C -1.6651 2.5303 17.1071 0.49 1.18 -0.78 -0.09
O -0.5669 3.0780 16.3834 0.24 -1.33 -0.54 -0.21
C -0.6148 4.4539 16.1187 0.61 0.02 0.59 -0.22
C 0.4843 4.8372 15.1206 0.27 0.55 0.44 -0.22
N 0.2313 4.4630 13.7624 -0.25 0.42 -1.21 -0.04
C 1.2858 5.0336 12.8860 -0.73 -1.22 -0.91 -0.18
C 1.0328 4.6719 11.4054 -0.31 -0.15 0.65 -0.18
O 0.9752 3.2443 11.2944 0.78 1.07 0.85 -0.19
C 1.0605 2.8561 9.9730 -0.78 -1.04 -0.98 -0.14
H -2.5310 2.6788 16.4618 -0.44 -0.72 0.09 0.07
H -1.8746 3.1060 18.0086 0.19 0.01 0.38 0.08
H -1.3939 1.5035 17.3526 -0.38 0.10 -0.18 0.09
H -0.4779 4.8609 17.1206 0.33 1.06 -0.05 0.11
H -1.5866 4.8081 15.7748 -0.27 -0.19 -0.37 0.12
H 1.4806 4.4698 15.3663 0.10 -0.31 0.94 0.12
H 0.6311 5.9165 15.0803 -0.34 0.27 0.49 0.11
H 0.2234 3.4549 13.7016 0.14 -0.15 -0.33 0.11
H 2.2672 4.6124 13.1043 0.33 -0.11 0.34 0.12
H 1.3546 6.1151 13.0025 -0.50 -0.02 -0.04 0.09
H 1.7906 5.0629 10.7265 0.53 0.05 0.25 0.12
H 0.1084 5.1074 11.0261 -0.42 -0.02 0.21 0.10
H 1.0663 1.7669 9.9322 0.08 -0.08 0.13 0.10
H 1.9166 3.1903 9.3870 0.30 0.38 0.35 0.09
H 0.1592 3.1607 9.4412 -0.13 0.23 -0.29 0.07
```
Forces are in eV/Å.